Below is a cluster of 2 separate species, CH2O2S3 in total, with properties calculated with wB97M-V/def2-TZVPD.

Atoms and positions in Å:
S 3.81894 -0.12126 0.11192
S -1.74728 1.27560 -0.44240
S 0.38133 -0.66118 0.35829
O 3.93607 -0.00367 -1.30047
O 3.01011 0.89267 0.71645
C -0.24617 0.97262 0.09460
H -0.80339 -1.17570 0.22186
H 0.54417 1.73756 0.49744

Computed properties:
- total charge = 0
- energy relative to the best compared isomer or geometry (same formula, charge and spin) (kcal/mol) = 0.0
- spin multiplicity = 3
- HOMO-LUMO gap (alpha / beta) (eV) = 5.46 / 6.78

Below is a structure of composition C53H40FN13O3Sc, with properties calculated with wB97M-V/def2-TZVPD.

Atoms and positions in Å:
Sc 0.47115 -0.25377 -2.02937
F 0.39455 3.16148 3.96051
O 0.90277 0.04273 0.11200
O 0.72447 -2.23044 -1.42898
O 1.76812 -3.85607 -0.36943
N 0.93636 3.23761 -3.36776
N -0.38773 -1.56567 -3.73504
N 5.24439 -0.49652 -1.93308
N -0.12560 1.81064 -1.79790
N -1.77609 1.29231 -0.06086
N -0.22042 1.44559 6.29118
N 0.40382 -2.38979 3.44667
N 2.99994 -0.57646 -2.31369
N -1.39034 1.73828 8.68796
N 1.08143 0.94314 -4.07725
N -1.50257 -0.68076 -1.41942
N 0.96159 -0.88044 -5.59844
N -2.03115 -2.80021 -2.46473
C -1.71487 -5.20516 -6.29345
C 4.08517 0.23445 -2.23137
C 0.68569 -0.75461 1.11958
C 0.66238 -0.17348 2.45192
C -3.15964 -0.79720 0.24275
C -0.17486 4.13078 -1.41655
C -5.13787 -1.58409 1.34049
C 1.05843 -2.84808 -0.32911
C -4.16871 -0.55417 1.18721
C 1.20087 0.38899 -5.30441
C -0.76717 -3.63262 5.29520
C 0.56656 1.76558 3.95632
C 2.07475 3.63966 -7.74191
C -0.82515 2.77204 6.45712
C 0.13630 0.94990 5.00059
C 1.21784 2.30419 -4.25610
C -0.25187 0.75705 8.63296
C -2.12231 -1.91222 -1.49979
C -0.80488 6.30492 -0.64558
C 0.29411 3.04052 -2.24198
C -1.63574 4.33275 0.49405
C 3.49313 -1.90301 -2.12090
C 0.13904 -1.70843 -5.00434
C 4.05878 1.70828 -2.30750
C -1.25417 -3.44305 -4.68839
C 1.84026 3.75264 -6.34276
C 1.62228 2.61553 -5.62201
C 4.82528 -1.82062 -1.81686
C -1.11557 3.01972 7.94577
C -0.98323 3.52047 -0.41876
C 1.86629 1.22827 -7.66151
C 0.63716 -2.20780 1.00595
C -4.16889 -2.96920 -0.39244
C -0.05403 -3.52595 -6.80024
C -1.22312 -2.63712 -3.50635
C -0.15424 5.48840 -1.59325
C 0.60877 0.97633 7.44428
C -2.08422 0.00382 -0.37445
C 0.44356 -1.00261 3.56073
C 0.85318 1.19135 2.68363
C -0.77532 -4.69776 -7.13185
C 1.61555 1.34859 -6.30990
C 0.47204 -3.23556 4.58527
C -0.35938 -2.92553 -5.60507
C -5.13464 -2.77952 0.61751
C 0.57002 -2.97941 2.15528
C 2.11992 2.39379 -8.39459
C -1.58431 5.71962 0.37452
C 0.03922 -4.66316 4.53320
C -3.13266 -2.00811 -0.49313
C -1.00508 2.09178 -0.75559
C 0.01230 -0.44291 4.74567
C -1.87282 -4.64146 -5.01026
H 5.52461 -2.62235 -1.66232
H -2.16923 6.30972 1.05421
H 1.35657 1.75058 7.66462
H 1.00945 -0.00059 7.14731
H -2.49112 -5.12268 -4.23304
H 1.84174 4.74093 -5.84572
H 4.35923 2.06375 -3.35968
H -1.69445 -3.39432 4.74883
H -1.57524 1.89407 9.69733
H 0.72345 -4.07267 2.05501
H 4.78333 2.13216 -1.63265
H 0.43088 5.94319 -2.43300
H -0.71974 -0.23886 8.64034
H -0.42491 -1.05193 5.51420
H -0.40890 -5.08933 3.62437
H -2.00703 3.59926 8.13468
H -5.86063 -3.56000 0.77543
H -5.92110 -1.42094 2.10306
H 0.74187 -3.11522 -7.44641
H -0.27151 3.50722 8.48413
H -0.54204 -5.10372 -8.12704
H -2.26115 1.27996 8.32440
H 1.96568 0.22371 -8.07041
H 3.06970 2.03814 -1.96137
H 2.21143 4.54069 -8.33724
H 1.34109 -3.04740 5.27493
H -4.15381 -3.92811 -0.92384
H 0.30205 0.79555 9.55069
H -4.18825 0.33241 1.82087
H -0.71733 -3.53959 6.37964
H -0.70614 7.34752 -0.76951
H -1.77694 2.75262 5.91090
H 1.12609 1.73162 1.80241
H -0.23456 3.60473 6.04118
H 6.23447 -0.12326 -1.90403
H -2.14263 3.85885 1.36054
H 0.65592 -5.26450 5.23776
H -2.36820 -5.95004 -6.63029
H 2.79431 -2.69543 -1.93737
H 2.17420 2.32601 -9.49492

Computed properties:
- total charge = +1
- energy relative to the best compared isomer or geometry (same formula, charge and spin) (kcal/mol) = 0.0
- HOMO-LUMO gap (alpha / beta) (eV) = 3.82 / 3.73

Below is a structure of composition C59H47FGeN2O2P3Pt, with properties calculated with wB97M-V/def2-TZVPD.

Atoms and positions in Å:
Pt -0.05466 -0.26994 -0.22831
Ge 1.94674 0.92376 1.72239
P -0.49936 2.06586 -0.59871
P 2.01494 -0.73294 -1.21941
P -0.78466 -0.94654 2.01759
F 2.90744 1.31696 3.22419
O -1.74346 -1.46424 -2.31211
O -2.68626 0.21926 1.69409
N -3.95896 -1.44634 -1.71661
N -2.29346 -0.56034 -0.35411
C -4.99856 3.05886 -0.44201
C -1.77256 -3.27424 0.95429
C 1.06144 2.76296 1.65309
C -3.01066 -2.46544 2.85509
C 2.47274 -2.47954 -0.96451
C -3.06326 2.38476 -1.69571
C 2.18304 -3.69784 2.92449
C -0.81216 -0.93344 4.78199
C -4.31516 -2.21594 -2.88641
C 2.50024 0.68516 -3.57211
C 2.97954 -5.15394 -0.41561
C 1.98864 -0.49164 -3.02851
C 0.80814 -1.83344 2.28439
C 1.32254 -1.19704 -5.22911
C -2.85436 2.93496 0.63389
C 1.87674 -0.04744 -5.76941
C -3.77446 -4.39004 1.63359
C 3.74194 -2.88104 -0.56461
C -0.96906 -0.34174 6.02289
C 3.99014 -4.21474 -0.29631
C 0.21344 3.18456 0.63599
C -3.92546 -3.48934 2.67639
C 1.38034 -1.42354 -3.86601
C 1.50364 3.68976 2.58659
C -4.41946 2.64926 -1.63221
C -0.87266 -0.14414 3.63969
C 1.93894 -1.03514 2.22889
C 0.28414 5.44066 1.48739
C -4.54336 -0.41154 0.34009
C -0.11966 2.40056 -4.61341
C -2.26466 2.52466 -0.56231
C 1.03014 4.29236 -3.69331
C 0.04324 2.66736 -2.22691
C -1.14736 1.02966 6.12409
C -1.16016 1.81926 4.98529
C -0.35306 1.92206 -3.33751
C -2.61426 -1.16484 -1.50551
C 5.76664 1.60006 0.04159
C -4.87746 -1.04104 -0.80851
C 3.46954 0.98536 0.43819
C 1.45814 -3.42914 -1.08451
C 3.18374 -1.55494 2.53479
C -0.17666 4.52326 0.56579
C -3.14806 -0.20954 0.61369
C 0.55894 3.59566 -4.79351
C 1.71174 -4.76074 -0.81641
C 0.77134 3.83866 -2.41161
C 4.65834 0.10766 -1.47001
C -4.20806 3.21096 0.68419
C 3.49074 0.20056 -0.71121
C -1.93156 -2.35244 1.98719
C -2.69436 -4.28734 0.77079
C 4.60904 1.69596 0.79239
C 0.93664 -3.17414 2.63389
C 5.79534 0.79316 -1.08581
C 2.46024 0.89366 -4.93721
C -1.02866 1.22846 3.74239
C 3.30574 -2.89034 2.88029
C 1.12294 5.01826 2.50449
H 4.97834 -4.51624 0.01599
H 6.65144 2.13896 0.34129
H 1.13754 4.39626 -1.56241
H 1.84024 0.12076 -6.83461
H 4.27574 -3.29684 3.12089
H -1.08086 1.81786 2.84109
H -2.61986 2.08566 -2.63481
H 0.92114 -5.49194 -0.90821
H -3.12966 -1.74674 3.65399
H 4.53744 -2.15834 -0.45941
H -0.46136 1.83936 -5.46811
H 2.93524 1.43666 -2.92821
H 0.95084 -2.32484 -3.45601
H 0.46844 -3.10784 -1.39481
H -2.58346 -4.98394 -0.04861
H -1.28326 2.88926 5.06689
H -6.05666 3.27586 -0.39901
H -4.50076 -5.17394 1.49539
H -1.27476 1.48496 7.09479
H 0.74124 3.97226 -5.78921
H -4.64976 3.53556 1.61369
H -0.91316 -3.18554 0.30099
H 0.06294 -3.80604 2.69439
H -5.39586 -2.22954 -2.99521
H 6.70224 0.69316 -1.66371
H 4.05104 -0.91114 2.52929
H -0.85306 4.83326 -0.21841
H 4.58224 2.30536 1.68399
H -3.85496 -1.78184 -3.77471
H -0.66306 -2.00074 4.69419
H -0.01676 6.47416 1.41669
H 1.59004 5.20616 -3.83151
H 2.87374 1.80226 -5.34761
H -5.91056 -1.24574 -1.05221
H 2.27094 -4.73574 3.20529
H -0.81556 0.95416 -3.19101
H -4.77056 -3.57864 3.34109
H 4.67404 -0.50894 -2.35891
H 3.17724 -6.18994 -0.18841
H 0.83964 -1.92064 -5.86941
H -5.02556 2.51966 -2.51681
H 2.14574 3.36656 3.38859
H -2.25836 3.04296 1.52759
H -3.94406 -3.23624 -2.77781
H 1.48634 5.72026 3.23739
H -5.28556 -0.08534 1.04619
H -0.95716 -0.95274 6.91349

Computed properties:
- total charge = +1
- spin multiplicity = 3
- HOMO-LUMO gap (alpha / beta) (eV) = 7.98 / 6.66